# 1
C6H10O | ωB97M-V with the def2-TZVPD basis set

Bonds (Å) are listed after each position.
Cartesian coordinates (Å):
1 C -2.1729 0.0693 -1.0612  C2 1.487, H8 1.095, H9 1.097, H10 1.104
2 C -1.0989 1.0889 -1.1904  C1 1.487, H11 1.094
3 O -0.3525 0.6214 0.6367  C4 1.417, C7 1.538
4 C 0.9543 0.6456 1.1849  O3 1.417, C5 1.522, C7 1.447, H12 1.081
5 C 1.3141 -0.8166 1.4098  C4 1.522, C6 1.561, H13 1.092, H14 1.088
6 C 1.2444 -1.0176 -0.1362  C5 1.561, C7 1.517, H15 1.095, H16 1.093
7 C 0.8943 0.4540 -0.2476  O3 1.538, C4 1.447, C6 1.517, H17 1.081
8 H -1.8124 -0.9431 -1.2733  C1 1.095
9 H -2.7882 0.0884 -0.1531  C1 1.097
10 H -2.8155 0.3934 -1.8982  C1 1.104
11 H -1.4320 1.9905 -0.6685  C2 1.094
12 H 1.2445 1.5292 1.7352  C4 1.081
13 H 0.5760 -1.3563 2.0062  C5 1.092
14 H 2.3225 -0.9357 1.7998  C5 1.088
15 H 2.2321 -1.2024 -0.5721  C6 1.095
16 H 0.5267 -1.7431 -0.5288  C6 1.093
17 H 1.1634 1.1339 -1.0435  C7 1.081

Computed properties:
Total charge: 0
E_LUMO, eV: 1.10
Gap between HOMO and LUMO, Eh: 0.3159



# 2
C38H40BF6NO2S | ωB97M-V with the def2-TZVPD basis set

Bonds (Å) are listed after each position.
Cartesian coordinates (Å):
1 C 0.7503 0.9312 -4.7921  C2 1.471, H29 1.094, H30 1.094, H31 1.096
2 C 0.0169 0.4660 -3.6045  C1 1.471, C3 1.404, S28 1.683
3 C -1.3543 0.6633 -3.3762  C2 1.404, C4 1.377, H32 1.090
4 C -1.8438 0.0387 -2.2511  C3 1.377, C5 1.531, H33 1.088
5 C -0.8409 -0.6996 -1.3613  C4 1.531, C7 1.561, S28 1.865, C60 1.445
6 B 1.5918 3.1431 0.7365  O21 1.361, O27 1.357, C54 1.789
7 C -1.2578 -2.2003 -1.2514  C5 1.561, C8 1.391, C20 1.393
8 C -0.4456 -3.2830 -1.5729  C7 1.391, C9 1.397, H34 1.090
9 C -0.8639 -4.5853 -1.2907  C8 1.397, C10 1.503, C14 1.388
10 C 0.1164 -5.7127 -1.4528  C9 1.503, F11 1.363, F12 1.372, F13 1.381
11 F -0.4499 -6.9414 -1.2911  C10 1.363
12 F 0.7142 -5.6943 -2.6880  C10 1.372
13 F 1.1384 -5.6251 -0.5290  C10 1.381
14 C -2.1650 -4.8550 -0.8910  C9 1.388, C15 1.387, H35 1.080
15 C -3.0379 -3.7828 -0.7839  C14 1.387, C16 1.501, C20 1.386
16 C -4.4937 -3.9779 -0.4721  C15 1.501, F17 1.380, F18 1.374, F19 1.358
17 F -4.8311 -3.3696 0.7200  C16 1.380
18 F -5.2886 -3.3999 -1.4323  C16 1.374
19 F -4.8512 -5.2830 -0.3612  C16 1.358
20 C -2.5944 -2.4843 -0.9813  C7 1.393, C15 1.386, H36 1.087
21 O 2.7926 2.8383 0.1739  B6 1.361, C22 1.450
22 C 2.9622 3.1982 -1.2208  O21 1.450, C23 1.549, H37 1.096, H38 1.106
23 C 2.3177 4.5678 -1.5517  C22 1.549, C24 1.528, C25 1.523, C26 1.546
24 C 3.0758 5.7081 -0.8736  C23 1.528, H39 1.098, H40 1.099, H41 1.097
25 C 2.3407 4.7739 -3.0608  C23 1.523, H42 1.098, H43 1.098, H44 1.098
26 C 0.8504 4.5509 -1.0650  C23 1.546, O27 1.458, H45 1.099, H46 1.108
27 O 0.7688 4.1438 0.3326  B6 1.357, C26 1.458
28 S 0.6797 -0.5382 -2.4281  C2 1.683, C5 1.865
29 H 0.2979 1.8614 -5.1477  C1 1.094
30 H 1.8047 1.0943 -4.5489  C1 1.094
31 H 0.6829 0.1922 -5.5981  C1 1.096
32 H -1.9408 1.2362 -4.0941  C3 1.090
33 H -2.8968 0.0503 -1.9773  C4 1.088
34 H 0.5063 -3.1738 -2.0930  C8 1.090
35 H -2.5049 -5.8661 -0.7189  C14 1.080
36 H -3.3259 -1.6806 -0.9415  C20 1.087
37 H 4.0434 3.2062 -1.3978  C22 1.096
38 H 2.4986 2.4050 -1.8367  C22 1.106
39 H 2.6167 6.6638 -1.1604  C24 1.098
40 H 3.0434 5.6131 0.2210  C24 1.099
41 H 4.1211 5.7007 -1.2079  C24 1.097
42 H 1.8744 5.7317 -3.3250  C25 1.098
43 H 3.3743 4.7725 -3.4312  C25 1.098
44 H 1.7885 3.9694 -3.5634  C25 1.098
45 H 0.3910 5.5476 -1.1185  C26 1.099
46 H 0.2513 3.8401 -1.6672  C26 1.108
47 C 1.2852 -2.7917 1.7447  C48 1.526, H68 1.099, H69 1.101, H70 1.100
48 C 2.2508 -1.8546 1.0240  C47 1.526, C49 1.533, C50 1.508, C51 1.544
49 C 3.6442 -1.9950 1.6486  C48 1.533, H71 1.097, H72 1.096, H73 1.098
50 C 2.3824 -2.2337 -0.4297  C48 1.508, H74 1.098, H75 1.100, H76 1.096
51 C 1.7330 -0.4042 1.1365  C48 1.544, N52 1.372, C59 1.388
52 N 2.4360 0.3597 2.0337  C51 1.372, C53 1.362, H77 1.017
53 C 1.8849 1.5849 2.2593  N52 1.362, C54 1.455, C58 1.392
54 C 0.7396 1.7036 1.3697  B6 1.789, C53 1.455, C55 1.447, C59 1.546
55 C -0.3923 2.3720 1.9737  C54 1.447, C56 1.382, H78 1.091
56 C -0.1625 3.2352 3.0276  C55 1.382, C57 1.405, H79 1.093
57 C 1.0830 3.3164 3.6720  C56 1.405, C58 1.393, H80 1.087
58 C 2.0968 2.4143 3.3573  C53 1.392, C57 1.393, H81 1.091
59 C 0.6778 0.3450 0.6341  C51 1.388, C54 1.546, C60 1.575
60 C -0.6633 0.0373 -0.1314  C5 1.445, C59 1.575, C61 1.556, H82 1.108
61 C -1.7581 -0.2565 0.9350  C60 1.556, C62 1.398, C67 1.402
62 C -1.4359 -0.8302 2.1681  C61 1.398, C63 1.397, H83 1.088
63 C -2.4398 -1.1782 3.0745  C62 1.397, C64 1.396, H84 1.094
64 C -3.7827 -0.9391 2.7750  C63 1.396, C65 1.499, C66 1.398
65 C -4.8639 -1.3396 3.7326  C64 1.499, H85 1.096, H86 1.093, H87 1.096
66 C -4.0999 -0.2959 1.5744  C64 1.398, C67 1.394, H88 1.092
67 C -3.0881 0.1253 0.7123  C61 1.402, C66 1.394, H89 1.091
68 H 0.2715 -2.7210 1.3265  C47 1.099
69 H 1.6178 -3.8364 1.6455  C47 1.101
70 H 1.2468 -2.5526 2.8181  C47 1.100
71 H 4.3536 -1.2837 1.2082  C49 1.097
72 H 3.6241 -1.8921 2.7399  C49 1.096
73 H 4.0303 -3.0003 1.4358  C49 1.098
74 H 3.1471 -1.6280 -0.9326  C50 1.098
75 H 2.6217 -3.3006 -0.5516  C50 1.100
76 H 1.4184 -2.0302 -0.9087  C50 1.096
77 H 3.2535 0.0577 2.5570  N52 1.017
78 H -1.3928 2.1687 1.5880  C55 1.091
79 H -0.9955 3.8315 3.4073  C56 1.093
80 H 1.2163 4.0329 4.4783  C57 1.087
81 H 3.0059 2.2887 3.9469  C58 1.091
82 H -0.8730 1.0861 -0.4216  C60 1.108
83 H -0.3963 -0.9897 2.4457  C62 1.088
84 H -2.1647 -1.6440 4.0258  C63 1.094
85 H -5.5352 -2.0725 3.2712  C65 1.096
86 H -4.4392 -1.7908 4.6335  C65 1.093
87 H -5.4789 -0.4888 4.0486  C65 1.096
88 H -5.1462 -0.1224 1.3144  C66 1.092
89 H -3.3362 0.7578 -0.1414  C67 1.091

Computed properties:
Total charge: 0
E_LUMO, eV: -1.17
Gap between HOMO and LUMO, Eh: 0.1015



# 3
CH7N4O | ωB97M-V with the def2-TZVPD basis set

Bonds (Å) are listed after each position.
Cartesian coordinates (Å):
1 C -1.1695 0.6532 -0.1645  N2 1.448, N3 1.566, H7 1.090, H8 1.011
2 N -0.1392 1.0483 0.7734  C1 1.448, N5 1.391, H9 1.032
3 N -0.8333 -0.8591 -0.3937  C1 1.566, O6 1.458, H10 1.025
4 N 1.0630 -2.1593 -0.8999  O6 1.252, H11 1.096
5 N 1.0680 1.2248 0.1056  N2 1.391, H12 1.029, H13 1.054
6 O 0.2401 -1.2947 -1.2792  N3 1.458, N4 1.252
7 H -2.1385 0.6905 0.3337  C1 1.090
8 H -1.2877 1.0959 -1.0652  C1 1.011
9 H -0.1794 0.4036 1.5783  N2 1.032
10 H -0.7843 -1.3821 0.4860  N3 1.025
11 H 1.0696 -2.6483 0.0814  N4 1.096
12 H 1.1802 2.1759 -0.2699  N5 1.029
13 H 1.9111 1.0513 0.7141  N5 1.054

Computed properties:
Total charge: +1
E_LUMO (alpha / beta), eV: -5.04 / -7.17
Gap between HOMO and LUMO (alpha / beta), Eh: 0.3379 / 0.2189



Here are the calculated energy relative to the best compared isomer or geometry (same formula, charge and spin) numbers, same order: 6.445; 2.880; 6.330 (eV).